Entry 1:
{"formula": "C20H37NO29PS7", "method": "ωB97M-V/def2-TZVPD", "gap_ha": 0.32491, "e_lumo_ev": -3.8, "total_energy_ev": -167331.11278, "homo_energy_ha": -0.464, "charge": 1, "species": ["C", "P", "O", "N", "C", "C", "C", "C", "C", "H", "H", "H", "H", "H", "H", "H", "H", "H", "C", "C", "O", "S", "O", "O", "O", "H", "H", "H", "H", "C", "C", "O", "S", "O", "O", "O", "H", "H", "H", "H", "C", "C", "O", "S", "O", "O", "O", "H", "H", "H", "H", "C", "C", "O", "S", "O", "O", "O", "H", "H", "H", "H", "C", "C", "O", "S", "O", "O", "O", "H", "H", "H", "H", "C", "C", "O", "S", "O", "O", "O", "H", "H", "H", "H", "C", "C", "O", "S", "O", "O", "O", "H", "H", "H", "H"], "coordinates": [[-0.77313, 2.48660, 1.85141], [0.71376, 2.09833, 2.82464], [0.14937, 1.44913, 4.19449], [1.45308, 0.74708, 1.81939], [1.73456, 1.01977, 0.53526], [2.29014, 0.06028, -0.27609], [2.53619, -1.19903, 0.25507], [2.24133, -1.46572, 1.58651], [1.69156, -0.46482, 2.35307], [-1.19128, 1.54615, 1.46798], [-1.49948, 2.99995, 2.47785], [-0.47853, 3.06300, 0.97482], [-0.46991, 0.71332, 4.05229], [1.51589, 2.01125, 0.15803], [2.52027, 0.32070, -1.29781], [2.95948, -1.97963, -0.36540], [2.41622, -2.43518, 2.03183], [1.42867, -0.60132, 3.39424], [3.44628, 1.06275, -6.19706], [4.62326, 1.39782, -5.31045], [4.06198, 1.39238, -3.97823], [2.90274, 0.31310, -3.89523], [3.40482, -0.88223, -3.30833], [1.75075, 0.94509, -3.34244], [2.70002, 0.08166, -5.44514], [2.79811, 1.92487, -6.35955], [3.76096, 0.65176, -7.14995], [5.05962, 2.36703, -5.53029], [5.39433, 0.62866, -5.36350], [4.45395, 2.52624, 3.82640], [3.83473, 1.56908, 4.81957], [4.85766, 1.35007, 5.78097], [5.73797, 2.67874, 5.94771], [5.28105, 3.41252, 7.07082], [7.10112, 2.32634, 5.79172], [5.22858, 3.42779, 4.61679], [5.12812, 2.00376, 3.14182], [3.70952, 3.07388, 3.25309], [3.54472, 0.62317, 4.36951], [2.97115, 2.01804, 5.31914], [6.66619, -2.71923, 7.84237], [5.70096, -3.84950, 7.55165], [4.79932, -3.29381, 6.57777], [5.58516, -2.26004, 5.64824], [5.96673, -2.90158, 4.44025], [4.85852, -1.03870, 5.62301], [6.87126, -2.09380, 6.56486], [6.23302, -1.98242, 8.52033], [7.61445, -3.06639, 8.24164], [5.14982, -4.17188, 8.42981], [6.20642, -4.70607, 7.10270], [-5.54606, 3.61418, -0.52498], [-4.16723, 3.45939, -1.13161], [-3.48422, 4.67228, -0.75852], [-4.00498, 5.16665, 0.66726], [-3.10591, 4.72403, 1.67829], [-4.37284, 6.52855, 0.56481], [-5.31134, 4.25432, 0.73927], [-6.17145, 4.27176, -1.13217], [-6.05945, 2.66885, -0.37845], [-4.19459, 3.35568, -2.21217], [-3.63505, 2.61890, -0.69589], [1.97331, -3.44458, -7.74623], [3.14250, -4.36714, -7.47109], [4.23475, -3.76701, -8.18383], [4.07831, -2.18348, -8.18236], [4.86628, -1.62949, -7.13534], [4.17993, -1.71079, -9.51302], [2.54785, -2.12877, -7.72224], [1.54899, -3.61719, -8.73656], [1.19095, -3.52234, -6.99663], [2.97679, -5.37928, -7.82744], [3.39590, -4.39027, -6.40955], [-5.71607, 0.27923, -4.22857], [-6.26637, -1.03445, -3.71258], [-5.85300, -1.06559, -2.33317], [-5.83545, 0.40637, -1.74345], [-7.04869, 0.64763, -1.04662], [-4.56994, 0.62318, -1.13688], [-5.89523, 1.19276, -3.12854], [-4.64945, 0.21142, -4.44750], [-6.24438, 0.64420, -5.10422], [-5.87033, -1.89651, -4.23992], [-7.35647, -1.05746, -3.74396], [-9.16685, -1.22699, 2.68862], [-8.08490, -1.01580, 1.65092], [-7.57907, -2.33309, 1.39465], [-8.76226, -3.40247, 1.53484], [-9.28090, -3.69487, 0.24744], [-8.32925, -4.42901, 2.40997], [-9.80067, -2.45111, 2.29138], [-8.74712, -1.36317, 3.68707], [-9.89349, -0.41981, 2.70918], [-7.28374, -0.37134, 2.00153], [-8.49032, -0.61634, 0.72071]], "atomic_forces_ev_per_a": [[0.33, -1.50, -0.44], [0.71, 2.26, 0.58], [0.12, -1.15, -0.88], [-0.99, -0.34, 0.41], [0.18, -0.10, -0.16], [0.10, 0.04, 0.12], [0.13, -0.23, -0.06], [-0.04, 0.04, -0.04], [0.04, 0.03, -0.12], [-0.32, 0.16, 0.10], [0.10, 0.23, -0.10], [-0.16, 0.33, 0.20], [-0.26, 0.21, 0.35], [-0.02, 0.02, 0.18], [-0.10, -0.18, 0.10], [0.01, 0.10, -0.04], [0.06, 0.03, -0.05], [0.05, 0.04, -0.02], [-0.08, 0.47, -0.19], [0.30, -0.36, -0.18], [-0.19, 0.13, -0.06], [0.25, 0.15, -0.56], [-0.25, -0.05, 0.19], [0.03, -0.09, 0.24], [0.19, -0.09, 0.13], [0.02, 0.01, 0.02], [-0.11, -0.25, 0.08], [-0.12, 0.11, 0.23], [-0.03, -0.02, -0.02], [0.20, -0.23, -0.46], [-0.47, 0.29, 0.11], [0.33, 0.77, -0.05], [-0.11, -0.02, -0.10], [0.09, 0.07, 0.00], [0.01, -0.03, 0.12], [-0.21, -0.09, 0.27], [-0.03, -0.03, 0.01], [0.05, 0.21, 0.13], [0.22, -0.13, 0.13], [-0.02, 0.00, -0.04], [-0.21, 0.13, 0.35], [0.30, -0.28, -0.08], [-0.01, 0.23, 0.14], [0.13, -0.12, 0.20], [-0.05, 0.13, -0.11], [-0.20, -0.79, -0.25], [0.01, -0.21, -0.13], [-0.01, -0.01, 0.00], [0.10, 0.05, -0.20], [-0.20, 0.11, -0.09], [0.02, 0.01, 0.02], [-0.22, 0.25, -0.43], [0.12, -0.19, 0.31], [-0.22, 0.12, -0.07], [-0.19, -0.03, -0.15], [0.04, 0.00, 0.07], [0.15, 0.06, 0.07], [0.25, -0.18, 0.04], [0.00, 0.00, 0.00], [0.05, 0.16, 0.32], [0.12, 0.22, -0.02], [0.02, -0.01, -0.01], [-0.14, -0.19, -0.32], [-0.05, -0.01, 0.44], [-0.12, 0.06, -0.21], [-0.21, -0.28, 0.03], [0.01, 0.21, -0.09], [0.22, 0.10, 0.04], [0.12, -0.09, 0.22], [0.01, -0.02, 0.00], [0.06, 0.20, 0.08], [0.16, 0.04, -0.18], [-0.03, 0.00, 0.00], [0.33, -0.19, -0.17], [-0.44, 0.08, -0.14], [0.28, 0.10, -0.10], [-0.21, -0.72, -0.63], [0.16, 0.25, 0.26], [-0.08, -0.08, 0.29], [-0.16, -0.03, 0.06], [-0.01, -0.01, 0.01], [-0.11, 0.17, 0.14], [0.14, -0.06, 0.20], [0.01, 0.01, -0.02], [0.25, 0.01, 0.32], [-0.26, 0.26, -0.29], [0.05, -0.03, 0.29], [-0.02, 0.15, 0.02], [-0.05, -0.11, 0.03], [0.05, -0.07, -0.09], [0.02, 0.08, -0.22], [0.01, 0.01, -0.01], [-0.16, -0.14, -0.10], [0.14, -0.17, 0.00], [-0.01, 0.05, 0.03]]}

***

Entry 2:
{"formula": "C20H38B3F3N2O8", "method": "ωB97M-V/def2-TZVPD", "gap_ha": 0.30701, "e_lumo_ev": -1.2, "total_energy_ev": -50892.49853, "homo_energy_ha": -0.351, "de_lowest_ev": 7.209, "smiles": "CC(=O)N(B1OB(CCC(F)=C(F)F)OB(CC(=O)N(C)C)O1)C(C)=O.CCOCC.CCOCC", "species": ["C", "C", "O", "N", "B", "O", "B", "C", "C", "C", "F", "C", "F", "F", "O", "B", "C", "C", "O", "N", "C", "C", "O", "C", "C", "O", "H", "H", "H", "H", "H", "H", "H", "H", "H", "H", "H", "H", "H", "H", "H", "H", "H", "H", "C", "C", "O", "C", "C", "H", "H", "H", "H", "H", "H", "H", "H", "H", "H", "C", "C", "O", "C", "C", "H", "H", "H", "H", "H", "H", "H", "H", "H", "H"], "coordinates": [[-1.59381, 0.94670, 4.55475], [-2.33710, -0.26873, 3.69172], [-3.51041, -0.71502, 4.16140], [-1.64529, -0.72603, 2.42692], [-2.13031, 0.05428, 1.22868], [-3.30195, -0.22550, 0.37967], [-4.30614, 0.80442, 0.81197], [-5.87536, 0.26074, 0.87304], [-6.59531, 0.38683, -0.61120], [-5.87670, -0.51115, -1.78391], [-5.98006, -2.01563, -1.71687], [-5.08541, 0.10001, -2.91020], [-3.68403, -0.42771, -3.07939], [-5.57304, 1.17066, -3.81298], [-3.84611, 2.15570, 1.18245], [-2.42154, 2.37554, 0.83339], [-2.02053, 3.94308, 0.39424], [-0.83513, 3.95446, -0.78379], [0.43981, 3.76046, -0.34839], [-1.16250, 4.18206, -2.27305], [-2.31465, 3.28070, -2.71075], [0.04707, 3.63354, -3.05892], [-1.36439, 1.30623, 0.88913], [-1.73916, -2.22028, 2.27081], [-1.93031, -3.07688, 0.88934], [-1.60046, -2.95404, 3.40976], [-0.41443, 0.77751, 4.51875], [-1.97821, 1.01196, 5.66092], [-1.84358, 1.93979, 3.98559], [-6.42493, 0.87648, 1.71838], [-5.78888, -0.88662, 1.18772], [-7.73227, 0.07491, -0.43931], [-6.50857, 1.53723, -0.90809], [-1.51606, 4.45419, 1.34770], [-2.98676, 4.55271, 0.05207], [-3.33493, 3.52288, -2.18264], [-2.49242, 3.30268, -3.88522], [-1.95602, 2.17040, -2.46920], [0.31068, 2.54230, -2.71250], [0.97237, 4.38308, -2.97485], [-0.30562, 3.54363, -4.19371], [-1.57180, -4.20355, 1.05030], [-3.10349, -3.16547, 0.69891], [-1.48413, -2.58065, -0.07169], [2.72775, -0.84842, -4.26161], [3.36877, 0.50956, -4.02383], [2.80221, 1.22037, -2.92583], [2.88727, 0.58948, -1.64995], [4.31409, 0.32127, -1.20236], [1.64985, -0.73850, -4.43208], [3.17521, -1.33402, -5.13511], [2.85658, -1.51541, -3.40718], [3.21485, 1.13003, -4.91226], [4.45133, 0.41767, -3.89658], [2.29120, -0.32905, -1.64318], [2.41434, 1.26951, -0.93210], [4.83489, -0.35904, -1.88005], [4.32184, -0.12732, -0.20412], [4.88711, 1.25449, -1.17148], [6.23996, -3.37279, 3.70625], [5.64416, -2.10106, 3.12377], [5.53609, -2.12386, 1.70263], [4.72201, -3.15302, 1.14474], [3.27704, -3.09997, 1.61092], [7.23336, -3.56011, 3.28071], [6.33261, -3.28749, 4.79398], [5.62304, -4.24747, 3.49201], [6.29850, -1.26047, 3.37524], [4.67192, -1.87928, 3.57337], [5.16604, -4.13407, 1.34327], [4.74703, -3.01734, 0.05737], [3.18995, -3.23662, 2.69123], [2.69106, -3.88584, 1.12430], [2.83182, -2.12915, 1.36703]], "atomic_forces_ev_per_a": [[0.46, -0.61, -1.10], [-4.64, -0.37, 4.12], [7.29, 2.36, -3.69], [-2.54, -2.24, -0.60], [0.67, 1.89, -1.83], [0.67, 2.58, 3.46], [0.50, -0.48, -0.17], [1.07, -0.43, 0.06], [-0.92, -0.13, 0.02], [0.82, 1.13, -2.33], [1.25, 4.62, 0.37], [-0.47, -1.85, 2.32], [-4.84, 1.73, -0.79], [2.47, -3.25, 3.51], [2.04, -3.16, -1.63], [0.82, 0.10, -0.30], [0.54, 0.37, -0.67], [4.73, -0.68, 1.76], [-7.80, 1.33, -2.99], [1.16, -2.65, 2.14], [-0.49, -1.25, -0.05], [0.45, 0.32, -1.06], [-5.36, -0.11, 1.11], [0.84, -4.30, 5.75], [-1.06, 0.10, 0.05], [-0.82, 4.67, -7.01], [-2.68, 0.39, 0.05], [0.57, -0.39, -2.44], [0.53, -1.79, 1.11], [0.70, -1.32, -2.02], [-0.41, 2.55, -0.63], [2.49, 0.72, -0.73], [-0.33, -2.65, 0.23], [-1.07, -0.99, -2.19], [2.20, -1.34, 0.83], [2.11, -0.40, -0.91], [0.53, 0.34, 2.62], [-1.19, 2.02, -0.49], [-0.23, 2.24, -0.52], [-2.16, -1.95, -0.09], [0.87, 0.44, 2.45], [-0.46, 2.89, -0.14], [2.46, 0.43, 0.49], [-0.67, -0.91, 1.95], [-0.13, -0.08, 0.03], [-0.13, -0.02, 0.12], [-0.09, 0.07, -0.13], [0.11, 0.12, 0.04], [0.11, 0.01, -0.04], [0.19, 0.00, -0.02], [-0.07, 0.09, 0.10], [0.07, -0.01, -0.05], [-0.06, 0.10, 0.25], [0.03, -0.09, 0.03], [0.05, -0.10, -0.02], [-0.01, 0.04, -0.32], [-0.03, -0.06, 0.09], [0.02, 0.05, -0.09], [-0.12, -0.12, 0.03], [0.09, -0.13, -0.06], [0.06, -0.11, -0.06], [0.02, 0.07, -0.09], [0.00, 0.10, 0.06], [-0.10, 0.08, 0.10], [-0.16, 0.08, 0.10], [0.00, 0.02, -0.15], [-0.03, 0.03, 0.09], [-0.10, -0.04, -0.28], [-0.05, -0.08, 0.04], [-0.06, -0.02, 0.06], [0.17, 0.15, 0.21], [-0.02, -0.09, -0.08], [0.08, 0.09, 0.04], [0.06, -0.12, -0.01]]}

***

Entry 3:
{"formula": "C20H38ClN5OP2", "method": "ωB97M-V/def2-TZVPD", "gap_ha": 0.32140, "e_lumo_ev": 0.7, "total_energy_ev": -61953.92060, "homo_energy_ha": -0.295, "smiles": "OP(#[PH2])Cl.CCCC#N.CCCC#N.CCCC#N.CCCC#N.CCCC#N", "species": ["O", "P", "P", "Cl", "H", "H", "H", "C", "C", "C", "C", "N", "H", "H", "H", "H", "H", "H", "H", "C", "C", "C", "C", "N", "H", "H", "H", "H", "H", "H", "H", "C", "C", "C", "C", "N", "H", "H", "H", "H", "H", "H", "H", "C", "C", "C", "C", "N", "H", "H", "H", "H", "H", "H", "H", "C", "C", "C", "C", "N", "H", "H", "H", "H", "H", "H", "H"], "coordinates": [[1.16356, 5.98306, -1.73014], [0.11032, 4.99240, -2.60258], [1.23729, 3.10489, -2.72410], [0.02260, 5.74010, -4.55981], [0.65560, 6.15345, -0.90567], [2.61452, 3.47884, -2.68949], [1.03472, 2.57807, -1.41317], [1.03112, -1.45241, -1.93595], [0.24275, -1.95916, -0.73603], [-0.96621, -1.08867, -0.39455], [-0.58234, 0.25031, 0.05006], [-0.28095, 1.30360, 0.39513], [1.46748, -0.46830, -1.74441], [1.84611, -2.13923, -2.16407], [0.39557, -1.37833, -2.81961], [0.90646, -2.02952, 0.12866], [-0.10957, -2.96422, -0.94673], [-1.53461, -1.57047, 0.40017], [-1.62893, -1.01039, -1.26027], [-1.94891, 0.00809, 4.50315], [-3.17009, -0.77481, 4.03519], [-2.90420, -2.27688, 3.89718], [-1.93050, -2.56821, 2.84557], [-1.16441, -2.79664, 2.02211], [-1.13550, -0.04777, 3.77770], [-2.20211, 1.05988, 4.63443], [-1.58285, -0.37222, 5.45936], [-3.51740, -0.36909, 3.08268], [-3.97980, -0.63485, 4.75419], [-3.83740, -2.79120, 3.65981], [-2.54843, -2.68558, 4.84465], [-0.82169, -3.06795, -6.73326], [-2.25323, -3.29038, -6.25953], [-2.55102, -2.61628, -4.91792], [-1.77240, -3.19649, -3.82327], [-1.15069, -3.64113, -2.96790], [-0.09996, -3.51482, -6.04758], [-0.67302, -3.52171, -7.71339], [-0.59813, -2.00277, -6.81840], [-2.45106, -4.36197, -6.18946], [-2.94121, -2.88836, -7.00613], [-3.61219, -2.72280, -4.68487], [-2.34571, -1.54582, -4.98210], [1.23429, -5.57010, 2.04889], [2.56248, -6.25747, 1.75478], [3.59799, -5.32577, 1.11789], [3.20390, -4.87206, -0.21773], [2.89918, -4.52340, -1.26730], [0.74758, -5.22868, 1.13421], [0.55426, -6.26162, 2.54778], [1.37508, -4.70674, 2.70193], [2.39075, -7.11970, 1.10701], [2.97666, -6.64068, 2.69009], [4.55181, -5.85038, 1.03532], [3.76709, -4.45915, 1.75961], [0.31487, 9.26539, 3.33220], [1.52814, 8.34279, 3.35164], [1.96652, 7.89722, 1.95352], [0.96152, 7.06277, 1.29917], [0.17255, 6.40671, 0.78557], [-0.56509, 8.76050, 2.93028], [0.07475, 9.59521, 4.34303], [0.50680, 10.15263, 2.72576], [1.31099, 7.46925, 3.96949], [2.36363, 8.86454, 3.82187], [2.89454, 7.32757, 2.02672], [2.17612, 8.76691, 1.32858]], "atomic_forces_ev_per_a": [[-1.01, -0.72, -1.14], [0.21, 0.43, 1.48], [0.20, -0.60, -1.10], [0.67, -0.24, 0.49], [0.26, 0.14, -0.29], [-0.40, 0.10, 0.32], [0.11, 0.73, -0.14], [0.09, 0.07, 0.06], [0.38, 0.03, -0.11], [-0.04, -0.19, -0.09], [-0.18, -0.06, -0.14], [0.07, 0.06, 0.08], [-0.06, 0.02, -0.01], [-0.03, -0.01, -0.02], [0.00, 0.02, -0.01], [-0.11, 0.04, 0.07], [-0.08, -0.03, 0.07], [0.05, 0.25, -0.16], [0.08, 0.15, -0.04], [0.00, -0.01, -0.05], [0.13, 0.27, 0.11], [-0.30, 0.17, 0.00], [-0.01, -0.17, 0.24], [0.04, -0.23, 0.31], [-0.01, -0.01, 0.01], [0.03, 0.00, -0.01], [0.00, 0.00, -0.01], [-0.03, -0.09, -0.01], [-0.04, -0.10, -0.04], [0.08, -0.09, -0.07], [0.11, -0.03, -0.05], [0.00, -0.05, 0.01], [0.21, -0.02, -0.23], [-0.22, -0.11, -0.19], [-0.07, 0.22, -0.06], [-0.09, -0.20, -0.06], [-0.01, 0.04, 0.02], [0.02, 0.02, 0.01], [0.01, -0.01, 0.01], [-0.06, 0.03, 0.07], [-0.06, 0.01, 0.09], [0.04, 0.00, 0.12], [0.09, -0.01, 0.09], [0.02, -0.04, -0.06], [-0.28, 0.00, 0.13], [0.05, -0.26, 0.11], [0.08, 0.05, 0.17], [-0.04, 0.01, -0.07], [0.02, 0.06, 0.02], [-0.01, 0.03, 0.00], [-0.03, 0.02, -0.03], [0.09, 0.02, -0.03], [0.11, 0.01, -0.06], [0.02, 0.08, -0.10], [-0.05, 0.07, -0.08], [-0.01, -0.04, 0.01], [-0.22, 0.19, 0.16], [0.20, -0.02, 0.29], [0.08, 0.12, 0.04], [-0.09, 0.12, 0.26], [0.02, 0.01, -0.03], [-0.02, 0.01, -0.02], [-0.02, -0.01, 0.00], [0.07, -0.04, -0.06], [0.06, -0.07, -0.07], [-0.05, -0.08, -0.12], [-0.10, -0.04, -0.09]]}